[1]
Formula: C8H21ClCoNO4
Source: the Open Molecules 2025 dataset
Level of theory: ωB97M-V/def2-TZVPD

The HOMO energy (alpha / beta) comes out at -8.362 / -8.363 eV. Its orbital gap (alpha / beta) is 8.29 / 5.13 eV. Its spin multiplicity is 5. As for the expectation value of S²: 6.01.

Geometry as XYZ:
```
36
Properties=species:S:1:pos:R:3:lowdin_spin:R:1
Co 4.10279 1.44689 -4.09934 3.68
Cl 2.81717 -0.57353 -3.45414 0.30
C -1.03945 -0.83029 -2.86669 0.00
C -2.16387 -1.17114 -1.76775 0.00
O -1.72461 -2.03179 -0.71568 0.00
O -0.49212 -2.05195 -3.30226 0.00
H -0.16602 -0.37777 -2.39717 0.00
H -1.52900 -0.14528 -3.55894 0.00
H -2.96606 -1.80799 -2.14060 0.00
H -2.60848 -0.23962 -1.41749 0.00
H -1.07338 -2.60454 -1.12733 0.00
H 0.41265 -1.89218 -3.58060 0.00
C -0.68396 3.31048 -0.43277 0.00
O 0.56934 2.70924 -0.01951 0.00
C 0.78857 1.39552 -0.54834 0.00
C 2.03942 0.72758 0.04177 0.00
N 1.77853 0.18118 1.39444 0.00
C 1.09973 -1.12130 1.42285 0.00
C 0.34449 -1.26390 2.71906 0.00
O -0.74593 -0.37550 2.81417 0.00
C -1.33542 -0.39683 4.08600 0.00
H -1.01342 3.13636 -1.45709 0.00
H -0.72623 4.39648 -0.34953 0.00
H -1.45729 2.78773 0.13008 0.00
H 0.72045 1.40396 -1.63617 0.00
H -0.13257 0.83075 -0.40464 0.00
H 2.82507 1.48167 0.08854 0.00
H 2.39686 -0.06159 -0.61970 0.00
H 1.29233 0.94550 1.84114 0.00
H 1.91783 -1.83523 1.32739 0.00
H 0.38668 -1.19175 0.60146 0.00
H 1.12624 -1.14001 3.46847 0.00
H -0.10246 -2.25685 2.76787 0.00
H -2.29772 0.11052 4.01751 0.00
H -0.77909 -0.04464 4.95465 0.00
H -1.58099 -1.45029 4.22023 0.00
```

***

[2]
Formula: C3H11N3O
Source: the Open Molecules 2025 dataset
Level of theory: ωB97M-V/def2-TZVPD

The HOMO energy comes out at -7.759 eV. Its orbital gap is 8.70 eV. Its spin multiplicity is 1. The SMILES is NN[C@@H](N)CCO. The relative energy (zero: lowest compared OMol25 entry of this formula, charge and spin) comes out at 331.2 kJ/mol.

Geometry as XYZ:
```
18
Properties=species:S:1:pos:R:3:lowdin_charge:R:1
N 2.01566 2.03511 -0.31912 -0.06
N 1.44310 0.73979 -0.60292 -0.12
C -0.05688 0.40506 0.02651 -0.39
N -1.00438 0.60687 -1.00634 0.04
C 0.27788 -0.99231 0.37777 -0.13
C -1.16565 -1.57496 1.01959 -0.23
O -2.04454 -2.00898 0.00496 -0.10
H 1.86210 2.34285 0.64352 0.06
H 3.03610 1.95973 -0.37700 0.06
H 1.41173 0.56936 -1.61312 0.09
H -0.22692 1.04133 0.89654 0.14
H -0.63793 1.26808 -1.68978 0.09
H -1.88064 0.96918 -0.64218 0.09
H 0.50771 -1.64076 -0.46948 0.12
H 1.01041 -1.04507 1.18464 0.10
H -1.66035 -0.86059 1.68493 0.10
H -0.87641 -2.44921 1.60595 0.10
H -2.01099 -1.36549 -0.72446 0.06
```

***

[3]
Formula: C3H9NO3S
Source: the Open Molecules 2025 dataset
Level of theory: ωB97M-V/def2-TZVPD

The HOMO energy comes out at -9.637 eV. Its orbital gap is 10.23 eV. Its spin multiplicity is 1. The SMILES is N[C@H](CS)C(=O)O.O. The relative energy (zero: lowest compared OMol25 entry of this formula, charge and spin) comes out at 146.8 kJ/mol.

Geometry as XYZ:
```
17
Properties=species:S:1:pos:R:3:lowdin_charge:R:1
N -1.08534 -0.41848 1.00666 0.03
C 0.11238 -0.32977 0.14484 -0.37
C 1.32633 0.41676 0.58779 -0.51
S 2.13792 -0.36536 2.05049 0.74
C -0.33812 0.53553 -1.11847 -0.55
O -1.18054 1.38074 -1.26241 0.08
O 0.28709 0.19190 -2.22297 0.07
H -1.50221 0.52967 1.29586 0.13
H -0.86640 -0.96015 1.83905 0.07
H 0.25987 -1.32369 -0.16298 0.13
H 1.09612 1.51742 0.90917 0.12
H 2.08123 0.61973 -0.20992 0.09
H 1.51845 0.33498 2.87854 -0.22
H -0.08955 0.61011 -3.13734 0.22
O -2.83389 -0.97361 -1.36566 -0.04
H -2.57834 -0.79958 -0.43998 0.01
H -3.31337 -0.28079 -1.70355 -0.02
```

***

Number 1: electronic energy -68459.7302 eV. Number 2: electronic energy -9804.5683 eV. Number 3: electronic energy -21724.1091 eV.